The following is a quantum chemistry calculation of C35H28BN13OSZr as an isolated structure, from the Open Molecules 2025 dataset.

Last column: Löwdin charge in e.
CARTESIAN COORDINATES (ANGSTROEM)
Zr 0.045 0.214 -0.217  1.85
C -3.668 0.397 3.458  0.04
C -3.701 -0.589 2.374  -0.05
N -2.557 -0.895 1.907  0.16
N -1.583 -0.136 2.716  -0.19
C -2.396 0.687 3.640  0.03
B 0.350 -2.018 2.490  -0.45
N 1.595 -1.152 2.059  -0.01
C 2.662 -0.877 2.802  -0.04
C 3.560 -0.108 2.071  -0.01
C 2.964 0.036 0.838  -0.11
N 1.770 -0.607 0.815  -0.11
N -0.335 -2.610 1.239  -0.03
C -0.883 -3.828 1.180  -0.04
C -1.644 -3.925 0.029  -0.02
C -1.498 -2.690 -0.579  -0.14
N -0.716 -1.888 0.150  -0.12
H -4.513 0.802 3.991  0.13
H -4.581 -1.058 1.949  0.14
H -1.903 1.352 4.322  0.13
H 0.745 -2.930 3.168  0.13
H 2.731 -1.253 3.810  0.14
H 4.518 0.264 2.390  0.12
H 3.324 0.533 -0.049  0.12
H -0.685 -4.551 1.956  0.14
H -2.198 -4.777 -0.325  0.11
H -1.920 -2.349 -1.511  0.11
C 0.880 4.035 1.958  0.02
C 0.377 2.703 1.533  -0.23
N 0.224 2.361 0.303  -0.09
N 0.576 3.245 -0.722  0.12
C 1.065 2.549 -1.692  -0.39
O 1.215 1.226 -1.583  -0.24
C 1.464 3.179 -2.958  -0.16
C 1.980 2.391 -3.984  -0.02
C 2.331 2.976 -5.192  -0.06
C 2.167 4.343 -5.371  -0.06
C 1.654 5.129 -4.345  -0.06
C 1.300 4.551 -3.140  -0.02
C -0.013 1.631 2.478  -0.25
C 0.486 1.639 3.726  -0.02
C 0.445 0.609 4.759  -0.08
C -0.081 -0.612 4.658  -0.06
C -0.726 -1.210 3.458  -0.11
N -0.822 0.681 1.812  -0.05
H 1.170 4.621 1.093  0.08
H 0.093 4.556 2.508  0.11
H 1.735 3.935 2.626  0.10
H 2.116 1.329 -3.828  0.11
H 2.740 2.370 -5.990  0.11
H 2.445 4.800 -6.312  0.11
H 1.531 6.194 -4.489  0.11
H 0.898 5.153 -2.336  0.11
H 1.042 2.528 3.990  0.11
H 0.894 0.883 5.705  0.12
H -0.031 -1.266 5.522  0.13
H -1.475 -1.939 3.773  0.15
S -2.410 -0.051 -7.501  1.10
N -1.142 -0.776 -6.826  -0.19
C -1.204 -0.506 -5.529  -0.30
C -0.260 -0.967 -4.522  -0.06
C 0.842 -1.777 -4.813  0.05
C 1.655 -2.193 -3.785  0.01
C 1.358 -1.790 -2.484  -0.08
N 0.324 -1.014 -2.202  -0.03
C -0.481 -0.600 -3.202  -0.16
C -1.614 0.265 -2.839  -0.13
N -1.735 0.642 -1.538  -0.01
C -2.758 1.417 -1.172  -0.09
C -3.720 1.855 -2.069  0.00
C -3.604 1.487 -3.391  0.06
C -2.537 0.679 -3.790  -0.06
C -2.317 0.279 -5.172  -0.30
N -3.094 0.599 -6.197  -0.19
H 1.030 -2.068 -5.839  0.14
H 2.512 -2.825 -3.966  0.13
H 1.968 -2.105 -1.647  0.13
H -2.787 1.700 -0.127  0.11
H -4.528 2.485 -1.727  0.13
H -4.321 1.816 -4.134  0.14

Atoms 1-3, force components in eV/Å:
Zr 0.036 -0.376 0.056
C -0.266 -0.170 -0.153
C -0.257 0.052 0.069

Charge   +2
Energy relative to the best compared isomer or geometry (same formula, charge and spin)   3.827 eV
Kohn-Sham gap   7.1 eV

The following is a quantum chemistry calculation of C25H28BrN3O11PS2TcTe as an isolated structure, from the Open Molecules 2025 dataset.

Last column: Löwdin charge in e.
CARTESIAN COORDINATES (ANGSTROEM)
Tc -0.663 1.129 -1.107  1.54
O 1.818 3.111 -4.280  -0.27
S 1.413 2.094 -3.365  0.31
O 2.579 1.872 -2.295  -0.75
O 1.162 0.787 -3.950  -0.41
O 0.293 2.511 -2.489  -0.41
Br -0.998 -2.313 5.643  0.69
C -1.267 -1.609 3.897  -0.70
C -2.528 -1.172 3.530  -0.14
C -2.729 -0.663 2.257  -0.03
C -1.671 -0.596 1.343  -0.28
C -0.405 -1.029 1.745  -0.04
C -0.200 -1.529 3.018  -0.13
N -1.856 -0.150 0.037  -0.09
C -2.975 -0.520 -0.615  -0.11
C -3.120 -0.195 -1.963  -0.27
C -4.230 -0.581 -2.763  -0.04
C -4.256 -0.254 -4.086  -0.10
C -3.183 0.476 -4.641  -0.08
C -2.143 0.842 -3.818  -0.13
N -2.089 0.518 -2.524  -0.04
H -3.349 -1.221 4.233  0.10
H -3.708 -0.297 1.978  0.11
H 0.424 -0.953 1.058  0.07
H 0.791 -1.841 3.321  0.11
H -3.721 -1.135 -0.122  0.11
H -5.038 -1.134 -2.302  0.10
H -5.096 -0.546 -4.702  0.10
H -3.169 0.764 -5.682  0.09
H -1.304 1.417 -4.187  0.10
C 0.806 1.392 7.003  -0.06
C 1.065 1.477 5.527  -0.28
C 2.361 1.375 5.025  -0.04
C 2.606 1.444 3.665  -0.05
C 1.548 1.606 2.782  -0.27
C 0.252 1.696 3.260  -0.06
C 0.019 1.639 4.627  -0.04
S 1.912 1.663 1.041  0.54
O 2.907 2.703 0.920  -0.30
O 2.324 0.316 0.692  -0.37
N 0.533 2.025 0.355  -0.35
C 0.164 3.431 0.418  -0.20
C -1.322 3.598 0.105  -0.62
O -1.925 4.590 0.462  0.05
O -1.867 2.621 -0.570  -0.18
H 1.651 1.774 7.576  0.07
H 0.639 0.357 7.304  0.07
H -0.081 1.962 7.280  0.08
H 3.190 1.257 5.712  0.11
H 3.617 1.389 3.283  0.12
H -0.571 1.799 2.566  0.11
H -0.997 1.720 4.994  0.12
H 0.726 4.009 -0.324  0.12
H 0.358 3.874 1.399  0.12
C 0.527 -1.755 -5.650  -0.07
C 1.755 -1.844 -4.778  -0.29
O 1.333 -2.016 -3.415  -0.23
P 1.742 -1.204 -2.126  0.31
O 0.545 -0.634 -1.477  -0.39
Te 3.711 0.251 -2.414  1.31
O 2.455 -2.299 -1.214  -0.29
C 1.656 -3.298 -0.539  -0.26
C 2.359 -4.630 -0.649  -0.07
H 0.832 -1.653 -6.693  0.08
H -0.069 -0.889 -5.370  0.06
H -0.080 -2.656 -5.555  0.08
H 2.365 -0.945 -4.853  0.06
H 2.365 -2.717 -5.032  0.12
H 0.658 -3.335 -0.980  0.12
H 1.554 -2.972 0.497  0.11
H 2.474 -4.918 -1.693  0.08
H 1.776 -5.398 -0.139  0.08
H 3.345 -4.586 -0.189  0.08

Atoms 1-3, force components in eV/Å:
Tc 0.300 0.043 0.256
O 0.079 0.173 0.048
S -0.178 -0.048 -0.108

Expectation value of S²   3.777
Charge   -1
Kohn-Sham gap (spin up / spin down)   5.0 / 6.3 eV
2S+1   4

The following is a quantum chemistry calculation of C31H46BrHgN3OP2 as an isolated structure in a non-equilibrium geometry, from the Open Molecules 2025 dataset.

Last column: Löwdin charge in e.
CARTESIAN COORDINATES (ANGSTROEM)
N -4.963 -1.145 3.269  0.06
C -4.095 -0.253 3.739  -0.14
C -3.571 0.775 2.957  -0.01
C -4.043 0.951 1.632  -0.21
C -4.910 -0.055 1.126  -0.02
C -5.373 -1.045 2.007  -0.15
C -3.525 2.017 0.792  -0.03
Hg 0.458 -0.770 -0.383  0.90
P 2.334 0.420 -1.462  0.84
C -3.646 2.038 -0.585  -0.03
C -2.614 2.567 -1.469  -0.21
C -2.540 2.203 -2.850  -0.02
C -1.456 2.601 -3.627  -0.12
C -0.447 3.378 -3.049  -0.63
C -0.489 3.764 -1.708  -0.12
C -1.568 3.365 -0.924  -0.02
Br 1.076 3.879 -4.135  0.83
H -3.038 2.854 1.326  0.12
H -4.463 1.494 -1.088  0.11
H -2.804 1.425 3.380  0.09
H -5.241 -0.060 0.085  0.10
H -3.816 -0.346 4.783  0.11
H -6.110 -1.761 1.645  0.11
H -3.349 1.616 -3.308  0.12
H -1.632 3.673 0.125  0.11
H -1.361 2.310 -4.676  0.11
H 0.322 4.360 -1.284  0.11
P -0.718 -2.994 -0.510  0.84
C 2.665 1.997 -0.599  -0.39
C 3.372 3.076 -1.417  -0.13
H 3.243 1.744 0.307  0.09
H 1.696 2.389 -0.243  0.07
H 3.622 3.922 -0.761  0.09
H 4.298 2.720 -1.891  0.07
H 2.707 3.470 -2.203  -0.01
C 1.781 0.647 -3.189  -0.42
C 2.827 0.710 -4.301  -0.14
H 1.196 1.585 -3.184  -0.01
H 1.052 -0.148 -3.423  0.07
H 2.312 0.995 -5.228  0.08
H 3.608 1.455 -4.107  0.07
H 3.297 -0.266 -4.473  0.08
C 3.778 -0.689 -1.489  -0.39
C 5.130 -0.003 -1.632  -0.12
H 3.606 -1.391 -2.320  0.09
H 3.754 -1.292 -0.567  0.07
H 5.909 -0.772 -1.595  0.09
H 5.228 0.527 -2.586  0.07
H 5.324 0.701 -0.816  0.08
C 0.243 -4.341 0.288  -0.38
C 1.762 -4.252 0.112  -0.14
H -0.142 -5.288 -0.124  0.11
H -0.010 -4.344 1.359  0.08
H 2.242 -5.153 0.513  0.09
H 2.048 -4.155 -0.940  0.07
H 2.180 -3.400 0.659  0.04
C -0.737 -3.411 -2.314  -0.39
C -1.539 -2.436 -3.188  -0.14
H -1.129 -4.438 -2.406  0.10
H 0.310 -3.445 -2.655  0.08
H -1.357 -2.643 -4.253  0.09
H -2.618 -2.528 -3.000  0.08
H -1.247 -1.392 -3.004  0.04
C -2.464 -3.113 0.038  -0.38
C -2.699 -3.352 1.529  -0.13
H -2.941 -3.909 -0.559  0.11
H -2.948 -2.167 -0.257  0.08
H -3.762 -3.540 1.713  0.08
H -2.128 -4.203 1.911  0.07
H -2.443 -2.464 2.116  0.07
N 0.672 2.712 6.008  0.19
C 0.167 2.274 4.819  -0.47
O -0.919 2.679 4.392  0.04
C 1.002 1.266 4.088  -0.09
C 2.164 0.672 4.614  0.02
C 2.834 -0.293 3.871  -0.02
C 2.323 -0.653 2.616  -0.14
N 1.222 -0.090 2.099  -0.03
C 0.581 0.852 2.810  -0.06
H 0.122 3.387 6.515  0.13
H 1.578 2.481 6.357  0.09
H 2.557 0.950 5.588  0.12
H 3.741 -0.784 4.217  0.12
H 2.823 -1.415 2.008  0.09
H -0.315 1.297 2.367  0.12

Atoms 1-3, force components in eV/Å:
N -0.384 -0.198 0.302
C 0.014 0.062 -0.694
C -0.308 0.340 -0.471

Charge   +2
Kohn-Sham gap   6.0 eV

The following is a quantum chemistry calculation of C2H5N5O as an isolated structure in a non-equilibrium geometry, from the Open Molecules 2025 dataset.

Last column: Löwdin charge in e.
CARTESIAN COORDINATES (ANGSTROEM)
C 0.155 -0.167 -0.248  -0.32
C -0.054 -1.627 -0.030  -0.07
H 2.178 -1.179 0.110  0.11
H 2.963 0.700 -0.743  0.23
H 0.806 -2.267 0.004  0.09
H -2.119 2.373 -0.446  0.07
H -1.422 2.033 1.244  0.18
N 2.426 -0.011 0.290  -0.06
N 1.205 0.571 -0.099  -0.13
N -1.341 -1.939 0.011  0.10
N -1.174 0.426 -0.348  -0.10
N -1.503 1.774 0.097  0.02
O -2.119 -0.689 0.157  -0.11

Atoms 1-3, force components in eV/Å:
C -0.432 1.612 2.402
C -3.107 1.858 -0.943
H 2.311 3.841 0.188

Energy relative to the best compared isomer or geometry (same formula, charge and spin)   8.641 eV
Kohn-Sham gap   8.3 eV

The following is a quantum chemistry calculation of C25H20ClF3O2PPt as an isolated structure in a non-equilibrium geometry, from the Open Molecules 2025 dataset.

Last column: Löwdin charge in e.
CARTESIAN COORDINATES (ANGSTROEM)
C -0.893 -1.587 3.782  -0.07
C -0.869 -2.084 2.403  -0.22
C 0.573 -2.307 2.090  -0.09
H -1.733 -2.235 1.799  0.08
C 1.320 -2.038 3.284  0.00
C 0.440 -1.601 4.272  -0.02
H 0.704 -1.229 5.226  0.12
H -1.808 -1.411 4.304  0.13
H 0.967 -2.612 1.128  0.11
H 2.357 -2.167 3.457  0.13
Pt -0.410 -0.088 1.876  0.95
Cl 1.828 0.912 1.625  0.12
P 0.281 0.069 -0.489  0.90
C 1.384 -1.044 -1.538  -0.34
C 0.911 -1.671 -2.712  -0.08
H -0.136 -1.606 -2.995  0.11
C 1.811 -2.366 -3.511  -0.06
H 1.416 -2.850 -4.401  0.11
C 3.156 -2.454 -3.147  -0.06
H 3.831 -3.018 -3.795  0.12
C 3.614 -1.832 -1.975  -0.06
H 4.671 -1.905 -1.720  0.11
C 2.735 -1.124 -1.156  -0.11
H 3.081 -0.598 -0.261  0.06
C -1.367 -0.377 -1.268  -0.37
C -1.972 -1.558 -0.788  -0.13
H -1.490 -2.191 -0.034  0.07
C -3.176 -1.967 -1.358  -0.06
H -3.654 -2.889 -1.019  0.11
C -3.749 -1.220 -2.395  -0.06
H -4.687 -1.535 -2.848  0.11
C -3.137 -0.061 -2.875  -0.05
H -3.574 0.540 -3.671  0.12
C -1.945 0.384 -2.309  -0.06
H -1.470 1.297 -2.661  0.11
C 0.563 1.675 -1.408  -0.37
C 1.253 1.761 -2.637  -0.06
H 1.650 0.870 -3.119  0.11
C 1.377 3.009 -3.235  -0.06
H 1.901 3.055 -4.184  0.11
C 0.865 4.150 -2.615  -0.06
H 1.007 5.116 -3.103  0.11
C 0.190 4.049 -1.392  -0.06
H -0.218 4.947 -0.931  0.11
C 0.024 2.811 -0.779  -0.12
H -0.535 2.724 0.157  0.10
F -0.518 2.802 6.669  0.16
C -1.184 2.566 5.515  -0.47
F -2.523 2.398 5.756  0.14
F -1.009 3.692 4.778  0.14
C -0.709 1.199 4.871  -0.48
O -0.747 0.269 5.694  0.07
O -0.396 1.328 3.643  -0.08

Atoms 1-3, force components in eV/Å:
C 0.413 -1.166 -1.459
C 2.334 -0.034 1.396
C -1.553 0.241 0.177

Expectation value of S²   6.022
Charge   +1
Energy relative to the best compared isomer or geometry (same formula, charge and spin)   1.191 eV
Kohn-Sham gap (spin up / spin down)   7.9 / 4.7 eV
2S+1   5